1.
{"formula": "H33O16", "method": "ωB97M-V with the def2-TZVPD basis set", "elements": ["O", "H", "H", "O", "H", "H", "O", "H", "H", "O", "H", "H", "O", "H", "H", "O", "H", "H", "O", "H", "H", "O", "H", "H", "O", "H", "O", "H", "H", "O", "H", "H", "O", "H", "H", "O", "H", "H", "O", "H", "H", "O", "H", "H", "O", "H", "H", "H", "H"], "xyz": [[-0.735, 1.915, -1.893], [-1.143, 2.120, -2.735], [-1.413, 2.318, -1.336], [-3.757, 1.191, 3.079], [2.401, 1.107, -5.585], [-4.243, 0.568, 3.591], [2.110, 1.077, -4.654], [1.347, 1.651, -4.859], [-0.849, 0.121, 1.202], [3.177, -0.175, 2.332], [3.269, -0.173, 1.357], [0.635, 4.026, 3.345], [-0.025, -1.330, 2.295], [0.854, -1.220, 2.700], [-0.263, -0.364, 2.536], [-3.237, -0.045, -1.717], [-3.378, 0.769, -1.238], [0.101, -3.226, 2.020], [-0.891, -2.297, -0.193], [-0.386, -2.353, -1.016], [-0.618, -3.086, 0.416], [1.528, 0.310, -1.441], [4.136, -0.042, 2.406], [2.236, -0.092, -1.953], [-0.850, 0.029, 0.191], [-0.723, -1.262, 0.252], [0.236, -3.885, 1.308], [3.618, -1.684, 0.119], [0.455, -4.697, 1.771], [2.051, -1.337, 4.316], [2.817, -1.616, 3.760], [2.641, -0.713, 4.775], [-0.997, 1.101, 2.675], [-2.747, -0.699, -1.224], [-0.527, 1.963, 2.804], [0.689, 3.232, 2.843], [1.500, 2.893, 2.463], [-1.861, 1.554, 2.739], [4.363, -1.068, 0.127], [4.752, -1.150, -0.755], [-0.129, 0.609, -0.099], [-0.210, -1.578, -5.659], [0.239, -1.506, -4.825], [-0.718, -0.864, -6.005], [-3.710, 2.520, -3.667], [-3.084, 1.952, -4.131], [-4.322, 1.946, 2.930], [1.259, 1.048, -2.002], [-3.158, 3.158, -3.200]], "nbo_charge": [-0.945, 0.470, 0.475, -0.964, 0.479, 0.493, -0.940, 0.461, 0.521, -0.977, 0.491, 0.511, -1.041, 0.514, 0.502, -0.949, 0.472, 0.521, -0.865, 0.519, 0.539, -0.979, 0.478, 0.482, -0.925, 0.536, -0.965, 0.478, 0.514, -0.943, 0.478, 0.474, -1.006, 0.478, 0.518, -0.993, 0.514, 0.522, -0.956, 0.491, 0.531, -0.965, 0.483, 0.483, -0.915, 0.466, 0.483, 0.499, 0.452], "gap_ev": 10.77, "de_lowest_kcal_mol": 89.7, "spin_multiplicity": 1, "e_homo_ev": -13.5, "total_charge": 1}

2.
{"formula": "C4H13NSi2", "method": "ωB97M-V with the def2-TZVPD basis set", "elements": ["C", "C", "Si", "C", "N", "Si", "H", "H", "H", "H", "H", "H", "H", "H", "H", "C", "H", "H", "H", "H"], "xyz": [[3.800, 0.625, 1.695], [2.475, 0.411, 1.467], [1.673, 0.468, -0.233], [1.619, 1.650, -1.553], [0.773, -0.976, -0.446], [0.042, -2.190, 0.663], [4.348, 0.474, 2.668], [4.357, 0.851, 0.791], [1.888, 0.080, 2.301], [2.069, 2.705, -1.358], [1.668, 1.426, -2.631], [0.304, -1.157, -1.337], [-0.877, -1.508, 1.505], [1.268, -2.676, 1.634], [-0.015, -3.351, -0.135], [-3.337, -0.545, -1.925], [-3.989, -1.056, -2.566], [-2.856, 0.217, -2.434], [-2.498, -1.167, -1.604], [-3.879, -0.239, -1.125]], "nbo_charge": [-0.306, -0.694, 1.712, -1.285, -1.508, 1.072, 0.212, 0.199, 0.221, 0.238, 0.240, 0.419, -0.169, -0.192, -0.158, -0.827, 0.210, 0.216, 0.193, 0.209], "gap_ev": 8.01, "de_lowest_kcal_mol": 66.2, "spin_multiplicity": 1, "smiles": "C=C[Si](=C)N[SiH3].C", "e_homo_ev": -7.5, "total_charge": 0}

Repeat the first record exactly.
{"formula": "H33O16", "method": "ωB97M-V with the def2-TZVPD basis set", "elements": ["O", "H", "H", "O", "H", "H", "O", "H", "H", "O", "H", "H", "O", "H", "H", "O", "H", "H", "O", "H", "H", "O", "H", "H", "O", "H", "O", "H", "H", "O", "H", "H", "O", "H", "H", "O", "H", "H", "O", "H", "H", "O", "H", "H", "O", "H", "H", "H", "H"], "xyz": [[-0.735, 1.915, -1.893], [-1.143, 2.120, -2.735], [-1.413, 2.318, -1.336], [-3.757, 1.191, 3.079], [2.401, 1.107, -5.585], [-4.243, 0.568, 3.591], [2.110, 1.077, -4.654], [1.347, 1.651, -4.859], [-0.849, 0.121, 1.202], [3.177, -0.175, 2.332], [3.269, -0.173, 1.357], [0.635, 4.026, 3.345], [-0.025, -1.330, 2.295], [0.854, -1.220, 2.700], [-0.263, -0.364, 2.536], [-3.237, -0.045, -1.717], [-3.378, 0.769, -1.238], [0.101, -3.226, 2.020], [-0.891, -2.297, -0.193], [-0.386, -2.353, -1.016], [-0.618, -3.086, 0.416], [1.528, 0.310, -1.441], [4.136, -0.042, 2.406], [2.236, -0.092, -1.953], [-0.850, 0.029, 0.191], [-0.723, -1.262, 0.252], [0.236, -3.885, 1.308], [3.618, -1.684, 0.119], [0.455, -4.697, 1.771], [2.051, -1.337, 4.316], [2.817, -1.616, 3.760], [2.641, -0.713, 4.775], [-0.997, 1.101, 2.675], [-2.747, -0.699, -1.224], [-0.527, 1.963, 2.804], [0.689, 3.232, 2.843], [1.500, 2.893, 2.463], [-1.861, 1.554, 2.739], [4.363, -1.068, 0.127], [4.752, -1.150, -0.755], [-0.129, 0.609, -0.099], [-0.210, -1.578, -5.659], [0.239, -1.506, -4.825], [-0.718, -0.864, -6.005], [-3.710, 2.520, -3.667], [-3.084, 1.952, -4.131], [-4.322, 1.946, 2.930], [1.259, 1.048, -2.002], [-3.158, 3.158, -3.200]], "nbo_charge": [-0.945, 0.470, 0.475, -0.964, 0.479, 0.493, -0.940, 0.461, 0.521, -0.977, 0.491, 0.511, -1.041, 0.514, 0.502, -0.949, 0.472, 0.521, -0.865, 0.519, 0.539, -0.979, 0.478, 0.482, -0.925, 0.536, -0.965, 0.478, 0.514, -0.943, 0.478, 0.474, -1.006, 0.478, 0.518, -0.993, 0.514, 0.522, -0.956, 0.491, 0.531, -0.965, 0.483, 0.483, -0.915, 0.466, 0.483, 0.499, 0.452], "gap_ev": 10.77, "de_lowest_kcal_mol": 89.7, "spin_multiplicity": 1, "e_homo_ev": -13.5, "total_charge": 1}